# 1
The following is a quantum chemistry calculation of a cluster of 3 separate species, C3H13NO2S in total at a distorted geometry, from the Open Molecules 2025 dataset.

E_HOMO (alpha / beta) = 0.98 / -5.52 eV
frontier orbital gap (alpha / beta) = 1.73 / 8.14 eV
ΔE to the lowest compared entry with this formula, charge and spin = 236.0 kJ/mol
spin multiplicity = 2
M = 127.21 g mol⁻¹
charge = -1
LUMO energy (alpha / beta) = 2.71 / 2.62 eV
<S²> = 0.75

The geometry in XYZ format:
```
20
Properties=species:S:1:pos:R:3:lowdin_charge:R:1
S 1.98 0.86 -0.45 0.280
O 4.13 -2.74 -2.88 -0.289
O -3.60 1.29 -1.42 -0.124
N -0.33 -1.09 0.10 -0.040
C -1.61 0.34 1.57 -0.099
C 0.71 1.08 0.92 -0.561
C -0.20 -0.08 1.19 -0.569
H -4.59 1.53 -1.18 0.101
H -2.38 -0.27 1.03 0.079
H -0.67 -0.69 -0.78 0.062
H 4.86 -3.37 -2.66 -0.014
H 0.08 1.88 0.54 0.046
H 1.43 1.54 1.74 0.090
H 0.34 -0.70 2.08 0.148
H 4.40 -1.92 -2.34 -0.015
H -3.29 1.08 -0.55 -0.034
H -1.87 1.33 1.76 0.031
H 1.68 1.66 -1.43 -0.240
H -1.56 0.02 2.64 0.076
H 0.50 -1.76 0.11 0.073
```

# 2
The following is a quantum chemistry calculation of a cluster of 3 separate species, C3H13NO2S in total at a distorted geometry, from the Open Molecules 2025 dataset.

E_HOMO = -9.16 eV
frontier orbital gap = 9.65 eV
ΔE to the lowest compared entry with this formula, charge and spin = 92.9 kJ/mol
spin multiplicity = 1
M = 127.21 g mol⁻¹
structure (SMILES) = CNCCS.O.O
charge = 0
LUMO energy = 0.49 eV

The geometry in XYZ format:
```
20
Properties=species:S:1:pos:R:3:lowdin_charge:R:1
S 0.37 -2.26 2.62 0.701
O 0.86 -1.82 -3.77 -0.056
O 1.03 3.24 1.01 -0.083
N -0.44 1.05 0.45 -0.173
C -0.67 0.03 1.46 -0.293
C -0.75 0.65 -0.91 -0.116
C 0.22 -1.18 1.17 -0.576
H -0.40 0.40 2.45 0.107
H -0.61 1.55 -1.53 0.087
H 0.06 0.02 -1.26 0.066
H 0.74 2.51 0.45 -0.013
H -0.09 -3.41 2.11 -0.163
H 0.19 -1.97 -3.10 0.022
H -0.05 -1.84 0.34 0.059
H 0.59 -1.19 -4.43 0.033
H -0.83 1.92 0.76 0.098
H 1.20 -0.83 0.87 0.071
H 1.99 3.31 0.93 0.034
H -1.72 0.17 -1.07 0.085
H -1.70 -0.35 1.45 0.113
```

# 3
The following is a quantum chemistry calculation of a cluster of 3 separate species, C3H13NO3 in total at a distorted geometry, from the Open Molecules 2025 dataset.

E_HOMO = -9.10 eV
frontier orbital gap = 9.85 eV
ΔE to the lowest compared entry with this formula, charge and spin = 67.6 kJ/mol
spin multiplicity = 1
M = 111.14 g mol⁻¹
structure (SMILES) = C[C@H](O)CN.O.O
charge = 0
LUMO energy = 0.75 eV

The geometry in XYZ format:
```
20
Properties=species:S:1:pos:R:3:lowdin_charge:R:1
O 0.26 0.18 -2.55 -0.055
O -0.14 -3.12 4.43 -0.057
O 1.71 -1.55 1.38 -0.065
N -0.72 -0.60 -0.19 0.004
C -0.72 0.84 -0.41 -0.228
C -0.29 2.48 -2.31 -0.055
C 0.19 1.22 -1.60 -0.457
H 0.00 -2.87 5.35 0.030
H -0.49 3.27 -1.58 0.084
H -0.65 -0.88 0.77 0.058
H 2.00 -1.62 0.47 0.032
H 2.49 -1.55 1.95 0.034
H 0.49 2.84 -2.96 0.071
H 0.36 -0.62 -2.01 0.065
H -1.19 2.22 -2.87 0.085
H -1.36 -1.05 -0.81 0.075
H -1.07 -3.14 4.21 0.028
H -1.73 1.23 -0.55 0.108
H 1.19 1.42 -1.18 0.132
H -0.31 1.32 0.46 0.111
```

Number 1 is which compound? C3H13NO2S

What is the charge in the first record? -1

Number 3 is which compound? C3H13NO3